Record 1
A cluster of 11 separate species, C26H51Cl8N3O6 in total, computed with ωB97M-V/def2-TZVPD.

XYZ file:
```
94
C26H51Cl8N3O6 (ωB97M-V/def2-TZVPD)
H 11.7881 -6.3599 -6.7910
H 8.0382 -8.5134 -10.5437
H 6.8536 -11.1505 -10.0219
H 9.8080 -6.2030 -4.6217
H 8.7475 -1.8266 -8.9987
H 8.5486 -3.4010 -4.5045
Cl 3.9893 -4.0901 -8.8014
C 8.9263 -5.5551 -4.5574
H 7.2768 -5.1373 -7.2712
Cl 4.4942 -4.9385 -11.4729
C 7.1703 -7.1779 -11.9117
C 3.9626 -5.4902 -9.9098
C 7.5655 -13.9960 -9.5034
O 7.2284 -8.3181 -6.1035
C 5.7539 -10.2219 -4.2027
C 8.8835 -13.7806 -9.8469
H 9.9939 -3.9989 -3.5457
O 11.0384 -9.5380 -12.3943
Cl 9.9806 -9.8496 -3.9199
H 12.2674 -9.9516 -9.8335
H 7.7995 -6.6956 -5.7291
C 8.4623 -2.8699 -9.1429
C 8.6401 -13.1925 -7.7460
Cl 5.0336 -6.8199 -9.3980
H 9.3704 -9.1395 -7.4626
C 4.6159 -9.4898 -3.9643
H 8.4998 -8.7994 -12.2178
H 4.3382 -8.9119 -3.0980
H 8.2708 -10.4131 -7.2484
C 11.3569 -6.2183 -7.7830
C 11.2029 -9.9781 -10.0693
H 9.8619 -10.9070 -11.3511
C 10.9124 -11.1981 -4.5912
Cl 12.4428 -11.3474 -3.6532
H 8.4643 -3.3256 -7.0654
H 6.5687 -10.3983 -3.5185
C 7.2304 -8.5740 -7.5100
H 8.3938 -9.7477 -8.8762
H 11.5152 -11.4395 -11.7174
H 7.8708 -2.9847 -10.0506
O 7.3606 -4.7302 -8.1501
C 9.8310 -6.1827 -7.5753
H 11.7655 -5.2808 -8.1653
H 11.6811 -6.9767 -8.4953
H 4.0878 -10.2453 -7.0559
O 9.1510 -6.1785 -8.8158
H 8.2374 -5.9307 -8.5930
C 10.9067 -10.5820 -11.4376
C 5.2286 -10.1892 -11.0952
H 3.0007 -8.9818 -5.2399
C 5.7918 -11.0356 -10.1779
H 7.3303 -6.9266 -12.9591
H 9.5666 -5.3004 -6.9868
H 10.4706 -8.8345 -12.0294
H 8.4277 -5.9189 -3.6539
N 3.8668 -9.4731 -5.1124
H 10.6896 -13.1407 -8.6663
H 6.7129 -8.9849 -5.6227
Cl 10.0203 -12.7227 -4.4417
H 4.7950 -12.3047 -8.5926
H 9.3875 -3.4319 -9.2832
C 8.4018 -9.4878 -7.8170
H 5.7165 -9.5375 -11.8012
C 5.5778 -10.8238 -5.4578
H 7.3895 -7.6366 -8.0480
H 8.6662 -12.8013 -6.7400
O 8.0693 -5.7625 -5.6665
H 9.2822 -13.9721 -10.8322
H 10.6684 -10.5416 -9.2983
C 8.3608 -8.0180 -11.4661
C 7.7603 -3.3778 -7.8989
O 9.5373 -7.2473 -11.4781
N 3.8854 -10.2148 -10.9195
H 6.5556 -13.5381 -7.7066
C 4.4898 -10.2589 -6.0551
Cl 11.2870 -10.8796 -6.2448
Cl 2.2799 -6.0757 -10.0419
H 6.2339 -8.9525 -7.7418
C 9.6303 -13.3151 -8.7305
H 9.5812 -6.7445 -10.6479
N 7.4192 -13.5237 -8.2179
H 6.8897 -2.7714 -7.6364
C 9.3807 -4.1016 -4.4408
H 6.2750 -11.4646 -5.9781
C 3.5878 -11.0094 -9.8684
C 4.7548 -11.5991 -9.4059
H 9.6023 -7.0544 -6.9545
H 6.7417 -14.2914 -10.1310
H 3.1466 -9.6463 -11.2962
H 7.1288 -6.2656 -11.3117
H 2.5545 -11.0884 -9.5668
H 6.2329 -7.6923 -11.6937
H 10.0476 -3.7959 -5.2509
H 10.7933 -8.9693 -10.0171
```

E_LUMO: 0.071 eV
E_HOMO: -8.18 eV
multiplicity: 1
frontier orbital gap: 0.30321 Ha

Record 2
A structure of composition C19H9Br5O4PtS, computed with ωB97M-V/def2-TZVPD.

XYZ file:
```
39
C19H9Br5O4PtS (ωB97M-V/def2-TZVPD)
Br -2.1907 -3.2434 -2.0491
C 0.8102 0.7493 3.4434
C 3.3272 0.9876 -1.1528
C -3.2709 1.4023 -1.6916
C 5.3469 -0.3190 -2.4729
C 4.2584 0.1056 -3.1954
Br -5.8800 1.0956 -2.6304
C 1.3587 -0.4543 3.8496
H 4.4365 0.6830 0.6532
C 4.4082 0.4958 -0.4137
C -2.6589 -1.4432 -1.9278
H 6.1675 -0.8253 -2.9644
H 0.3395 1.9986 1.7807
C -4.1772 0.5115 -2.1371
Br 1.4202 -0.8794 5.6990
H 0.4203 1.4438 4.1756
Br -3.5771 3.2314 -1.5128
O 7.6582 -0.9548 -0.9705
S 1.6386 1.1793 -3.1662
H 2.2827 -2.2946 3.2552
C 0.7715 1.0520 2.0871
Pt 1.2012 0.6385 -0.8469
C 5.4281 -0.1535 -1.0767
O 6.5597 -0.8828 0.9447
C 6.6446 -0.6859 -0.3904
C -1.9380 0.9416 -1.3004
C 1.8623 -1.3539 2.9251
C 3.2117 0.7732 -2.5389
O -1.0767 1.6477 -0.8376
Br -5.2080 -2.0862 -2.8564
C -3.8677 -0.9401 -2.2484
H 2.2078 -1.7462 0.8571
H 5.6552 -0.7541 1.2542
C 1.8163 -1.0316 1.5740
H 4.1813 -0.0965 -4.2550
H 2.7002 1.8191 -0.6687
O -0.4813 -0.9002 -1.2040
C 1.2706 0.1724 1.1253
C -1.6074 -0.5423 -1.4694
```

E_LUMO: -3.285 eV
E_HOMO: -8.01 eV
energy above the lowest of the compared OMol25 structures with the same formula, charge and spin: 5.7 kcal/mol
multiplicity: 1
frontier orbital gap: 0.17383 Ha